Molecular formula: C13H15ClN2O2
Method: DFT, ωB97M-V with the def2-TZVPD basis set

The geometry in XYZ format:
```
33
Properties=species:S:1:pos:R:3
N -1.26 -2.98 -0.83
C -1.62 -2.41 0.22
O -2.19 -2.96 1.04
C -1.52 -0.93 0.34
C -0.64 -0.41 -0.82
N -0.61 1.09 -0.33
C 0.45 1.66 0.30
O 0.51 2.96 0.40
C 1.75 1.00 0.04
C 2.51 0.65 -1.06
C 3.62 0.22 -1.02
C 4.11 -0.28 0.07
C 3.59 -0.28 1.25
C 2.39 0.67 1.38
H 1.85 0.80 2.14
H 3.93 -0.44 2.43
Cl 5.75 -1.40 0.25
H 4.16 -0.24 -1.88
H 2.15 1.13 -2.06
C -1.85 1.93 -0.28
H -2.29 1.82 -1.50
C -2.92 1.37 0.76
C -2.96 -0.11 0.40
H -3.48 -0.33 -0.46
H -3.60 -0.51 0.85
H -2.33 1.45 1.61
H -3.75 1.59 0.53
H -1.58 3.09 -0.19
H -1.18 -0.36 -1.56
H 0.36 -0.72 -0.59
H -1.13 -0.63 1.31
H -1.46 -4.00 -1.13
H -0.75 -2.46 -1.59
```

- HOMO (eV) = -9.01
- net charge = 0
- 2S+1 = 1
- total energy (eV) = -33310.520
- relative energy (zero: lowest compared OMol25 entry of this formula, charge and spin) (kJ/mol) = 783.9
- structure (SMILES) = NC(=O)[C@@H]1CCCN(C(=O)c2ccc(Cl)cc2)C1
- max |F| (eV Å⁻¹) = 17.16